Below is a molecular structure, C36H49CoN2O9SiTe, with properties calculated with ωB97M-V with the def2-TZVPD basis set.

Computed properties:
energy relative to the best compared isomer or geometry (same formula, charge and spin) = 0.0 kcal/mol
E_LUMO (spin up / spin down) = 2.198 / 2.198 eV
electronic energy = -112342.893 eV
expectation value of S² = 0.811
HOMO energy (spin up / spin down) = -0.202 / -0.204 Ha
gap between HOMO and LUMO (spin up / spin down) = 7.7 / 7.8 eV

```
! wB97M-V def2-TZVPD RIJCOSX def2/J DEFGRID3
* xyz -1 2
Co 0.24 1.01 0.27
O -4.17 4.84 0.55
C -3.05 4.08 0.58
C -2.73 3.30 1.70
C -1.58 2.53 1.63
N -0.82 2.57 0.55
C -1.11 3.29 -0.52
C -2.23 4.09 -0.54
C -0.08 3.10 -1.63
O -0.08 3.86 -2.58
O 0.72 2.12 -1.40
C -1.07 1.56 2.68
O -1.61 1.54 3.78
O -0.07 0.87 2.28
H -4.67 4.70 1.36
H -3.34 3.26 2.58
H -2.46 4.69 -1.41
C 1.54 -4.02 0.18
C 2.55 -2.87 0.33
C 3.61 -2.91 -0.78
C 3.22 -2.93 1.71
C 1.86 -1.58 0.24
N 1.39 -0.53 0.16
H 2.07 -4.92 -0.12
H 0.79 -3.79 -0.58
H 1.02 -4.21 1.12
H 4.23 -3.80 -0.63
H 4.25 -2.03 -0.74
H 3.15 -2.96 -1.76
H 3.68 -3.91 1.84
H 2.49 -2.78 2.51
H 3.99 -2.16 1.81
Te 3.53 2.41 -0.49
C 5.54 2.06 0.12
C 5.84 1.01 0.98
C 7.15 0.74 1.36
C 8.19 1.52 0.86
C 7.90 2.56 -0.01
C 6.59 2.83 -0.37
C 2.93 3.18 1.38
C 2.84 4.56 1.57
C 2.41 5.07 2.79
C 2.05 4.21 3.81
C 2.12 2.83 3.62
C 2.56 2.32 2.41
H 5.03 0.40 1.38
H 7.36 -0.08 2.04
H 9.21 1.31 1.14
H 8.71 3.17 -0.40
H 6.38 3.66 -1.04
H 3.11 5.23 0.76
H 2.34 6.14 2.92
H 1.69 4.60 4.75
H 1.79 2.16 4.40
H 2.56 1.25 2.25
C -4.68 0.61 0.01
C -4.84 -0.20 -1.28
C -5.72 -1.43 -1.04
C -5.45 0.68 -2.36
O -3.57 -0.60 -1.77
Si -2.23 -1.11 -0.94
O -1.42 0.07 -0.32
O -1.37 -2.00 -2.06
C -1.08 -1.58 -3.40
C -0.96 -0.07 -3.52
C -2.20 -2.11 -4.30
C 0.24 -2.23 -3.78
O -2.83 -2.23 0.12
C -2.24 -3.06 1.10
C -3.25 -3.19 2.23
C -1.99 -4.42 0.45
C -0.94 -2.47 1.63
H -5.64 1.02 0.33
H -3.98 1.43 -0.15
H -4.28 -0.02 0.81
H -6.69 -1.13 -0.65
H -5.23 -2.09 -0.33
H -5.86 -1.96 -1.98
H -6.43 1.05 -2.07
H -5.55 0.12 -3.29
H -4.79 1.54 -2.55
H -1.91 0.42 -3.31
H -0.66 0.19 -4.54
H -0.22 0.33 -2.82
H -3.15 -1.71 -3.97
H -2.24 -3.20 -4.26
H -2.03 -1.80 -5.34
H 1.04 -1.84 -3.14
H 0.50 -2.00 -4.82
H 0.19 -3.31 -3.67
H -4.21 -3.53 1.83
H -3.40 -2.23 2.71
H -2.91 -3.91 2.98
H -2.93 -4.86 0.13
H -1.49 -5.11 1.14
H -1.36 -4.29 -0.43
H -1.09 -1.50 2.09
H -0.23 -2.33 0.81
H -0.50 -3.15 2.37
*
```